Computed, not measured: 2 unconnected molecules or ions with the total composition C22H45BN3O6S2 at a distorted geometry, with wB97M-V/def2-TZVPD.

Last column: Löwdin charge in e.
Geometry (Å):
1 C -4.20 1.63 -4.79  -0.09
2 C -3.08 2.47 -4.11  -0.28
3 N -1.81 2.36 -4.82  -0.21
4 C -1.67 3.40 -5.89  -0.25
5 C -2.45 3.06 -7.16  -0.09
6 C -0.70 2.59 -3.95  -1.04
7 S -0.70 3.76 -2.83  0.74
8 S 0.72 1.51 -4.15  0.89
9 C 0.61 0.52 -2.62  -0.49
10 C 1.28 1.22 -1.42  -0.26
11 C 1.67 0.27 -0.28  -0.12
12 C 0.51 -0.19 0.65  -0.26
13 C 0.10 -1.59 0.09  -0.12
14 C 0.96 -2.74 0.63  -0.19
15 C 0.59 -4.01 -0.15  -0.20
16 C 1.32 -5.26 0.38  -0.17
17 C 0.78 -5.79 1.73  -0.21
18 O 1.83 -5.96 2.67  -0.19
19 C 2.14 -4.77 3.35  -0.12
20 C -0.73 0.76 0.65  -0.42
21 O -1.49 0.91 -0.20  0.17
22 N -0.79 1.48 1.90  0.13
23 C 0.60 1.32 2.41  -0.24
24 C 1.00 1.97 3.76  -0.08
25 C -0.07 2.84 4.42  -0.42
26 C -1.17 2.05 5.13  -0.05
27 O -0.60 3.83 3.53  -0.04
28 C 0.82 -0.20 2.19  -0.19
29 C 2.32 -0.50 2.52  -0.17
30 N 2.55 -1.19 3.81  0.03
31 B -0.30 -0.86 3.11  -0.62
32 O -1.44 -1.45 2.57  0.17
33 O -0.22 -0.82 4.50  0.12
34 H -4.49 0.80 -4.15  0.06
35 H -5.07 2.27 -5.00  0.06
36 H -3.87 1.22 -5.74  0.05
37 H -3.45 3.50 -4.07  0.10
38 H -3.02 2.13 -3.08  0.09
39 H -0.61 3.51 -6.17  0.06
40 H -2.00 4.38 -5.53  0.11
41 H -3.53 3.17 -6.96  0.05
42 H -2.21 3.79 -7.92  0.07
43 H -2.26 2.04 -7.48  0.08
44 H -0.43 0.27 -2.42  0.07
45 H 1.14 -0.43 -2.76  0.07
46 H 2.21 1.63 -1.82  0.10
47 H 0.71 2.09 -1.10  0.06
48 H 2.49 0.76 0.26  0.11
49 H 2.11 -0.62 -0.74  0.11
50 H -0.95 -1.78 0.29  0.12
51 H 0.21 -1.62 -1.00  0.11
52 H 2.02 -2.55 0.43  0.11
53 H 0.76 -2.94 1.68  0.09
54 H 0.91 -3.87 -1.19  0.12
55 H -0.50 -4.16 -0.17  0.12
56 H 2.38 -5.04 0.44  0.11
57 H 1.19 -6.06 -0.35  0.10
58 H 0.33 -6.77 1.58  0.12
59 H -0.02 -5.14 2.12  0.11
60 H 2.72 -4.12 2.67  0.08
61 H 1.23 -4.23 3.64  0.08
62 H 2.71 -4.99 4.26  0.09
63 H -0.83 2.44 1.57  0.14
64 H 1.19 1.88 1.67  0.15
65 H 1.84 2.63 3.55  0.12
66 H 1.38 1.21 4.46  0.11
67 H 0.43 3.40 5.22  0.13
68 H -0.64 1.36 5.79  0.08
69 H -1.78 2.69 5.77  0.08
70 H -1.74 1.43 4.44  0.08
71 H -1.54 3.62 3.44  0.09
72 H 2.85 0.46 2.54  0.12
73 H 2.79 -1.09 1.74  0.10
74 H 3.30 -0.69 4.28  0.07
75 H 2.89 -2.14 3.67  0.04
76 H -1.58 -2.33 2.94  0.12
77 H -0.08 -1.75 4.77  0.11
78 O 1.33 3.72 -7.01  -0.61
79 H 1.10 3.28 -6.20  -0.26

## Properties
- E_LUMO (eV) = 1.4274
- HOMO level (eV) = -2.50
- total charge = -1
- Kohn-Sham gap (eV) = 3.9
- calculated total energy (eV) = -62645.5900


Computed, not measured: 3 unconnected molecules or ions with the total composition C22H45ClF5N7O5P3 at a distorted geometry, with wB97M-V/def2-TZVPD.

Last column: Löwdin charge in e.
Geometry (Å):
1 O -5.03 0.27 -0.61  -0.04
2 N -5.43 -0.12 -1.67  -0.18
3 O -5.97 -1.33 -1.60  -0.36
4 P -7.02 -1.71 -3.07  0.58
5 C -7.94 -2.95 -1.93  -0.28
6 C -8.86 -2.43 -0.86  -0.82
7 O -9.76 -3.08 -0.41  -0.01
8 Cl -8.62 -0.81 -0.14  0.62
9 C -5.80 -3.12 -3.71  -0.55
10 F -6.39 -4.37 -3.69  -0.01
11 F -5.56 -2.87 -5.05  -0.01
12 C -4.46 -3.22 -3.04  -0.15
13 C -4.15 -4.33 -2.26  -0.01
14 C -2.90 -4.46 -1.66  -0.06
15 C -1.95 -3.47 -1.83  -0.02
16 C -2.25 -2.36 -2.60  -0.12
17 C -1.26 -1.25 -2.77  -0.56
18 F -1.36 -0.37 -1.74  0.12
19 F 0.02 -1.67 -2.75  0.10
20 F -1.45 -0.54 -3.89  0.14
21 C -3.49 -2.25 -3.21  0.03
22 H -6.24 -0.80 -3.86  -0.01
23 H -7.92 -0.63 -2.75  -0.04
24 H -7.86 -2.03 -4.21  -0.01
25 H -7.22 -3.59 -1.40  0.09
26 H -8.58 -3.55 -2.57  0.08
27 H -4.86 -5.12 -2.11  0.11
28 H -2.66 -5.32 -1.06  0.10
29 H -0.97 -3.55 -1.39  0.11
30 H -3.69 -1.38 -3.82  0.13
31 O 3.97 -3.01 1.43  -0.30
32 P 4.56 -1.96 0.54  0.64
33 N 3.43 -1.85 -0.71  -0.30
34 C 3.71 -1.69 -2.12  -0.12
35 C 2.05 -1.53 -0.32  -0.11
36 N 6.04 -2.77 0.10  -0.33
37 C 6.21 -3.36 -1.21  -0.14
38 C 6.55 -3.67 1.12  -0.16
39 N 5.25 -0.44 0.33  -0.31
40 C 4.35 0.70 0.52  -0.12
41 C 6.63 -0.10 0.01  -0.11
42 H 4.41 -0.86 -2.34  0.08
43 H 2.79 -1.47 -2.67  0.08
44 H 4.11 -2.60 -2.56  0.06
45 H 1.90 -0.45 -0.22  0.07
46 H 1.82 -1.99 0.64  0.08
47 H 1.33 -1.91 -1.04  0.05
48 H 5.48 -4.15 -1.42  0.09
49 H 7.21 -3.79 -1.29  0.08
50 H 6.16 -2.60 -2.00  0.06
51 H 6.04 -4.64 1.12  0.08
52 H 6.44 -3.24 2.12  0.07
53 H 7.62 -3.84 0.96  0.08
54 H 3.94 1.04 -0.43  0.09
55 H 4.86 1.54 0.99  0.08
56 H 3.52 0.43 1.17  0.06
57 H 6.79 -0.11 -1.07  0.08
58 H 7.34 -0.76 0.49  0.07
59 H 6.86 0.91 0.37  0.07
60 O 1.82 2.52 2.08  -0.30
61 P 0.76 3.38 2.69  0.65
62 N -0.19 3.79 1.34  -0.30
63 C -0.78 5.08 1.07  -0.13
64 C -0.74 2.69 0.55  -0.12
65 N 1.75 4.69 3.26  -0.33
66 C 1.79 5.97 2.58  -0.14
67 C 3.10 4.29 3.64  -0.15
68 N -0.40 3.65 3.87  -0.31
69 C -1.59 2.80 3.84  -0.11
70 C -0.37 4.60 4.97  -0.11
71 H -1.37 5.48 1.92  0.08
72 H -1.47 5.01 0.23  0.08
73 H -0.04 5.82 0.79  0.06
74 H -1.69 2.32 0.96  0.08
75 H -0.04 1.85 0.53  0.07
76 H -0.91 2.99 -0.48  0.08
77 H 2.15 5.88 1.54  0.09
78 H 2.45 6.65 3.12  0.08
79 H 0.81 6.45 2.58  0.06
80 H 3.77 4.19 2.77  0.08
81 H 3.09 3.33 4.16  0.07
82 H 3.53 5.03 4.31  0.08
83 H -2.42 3.29 3.30  0.09
84 H -1.94 2.56 4.84  0.08
85 H -1.38 1.85 3.34  0.08
86 H -0.75 5.58 4.65  0.08
87 H 0.63 4.73 5.38  0.07
88 H -1.00 4.26 5.79  0.08

## Properties
- E_LUMO (eV) = 2.0306
- HOMO level (eV) = -5.12
- total charge = -1
- Kohn-Sham gap (eV) = 7.2
- calculated total energy (eV) = -98186.4047